The following is a DFT calculation (ωB97M-V/def2-TZVPD) of an isolated molecule of C6H14INOS in a non-equilibrium geometry.

Each line ends with the Löwdin charge.
Atoms and positions in Å:
N1 0.537661 -0.595272 -0.533785  -0.38
I1 3.449604 0.608993 0.142771  0.52
H1 -0.437389 -0.597287 -2.390554  0.12
C1 -1.829493 -0.012592 1.469239  -0.09
O1 1.506221 -1.322039 1.617910  -0.45
S1 1.847670 -1.314176 0.208698  0.42
H2 1.017493 0.296596 -2.385842  0.08
H3 1.300578 -1.415142 -2.186501  0.06
H4 -2.676256 2.578304 0.259366  0.08
C2 2.154869 -2.979151 -0.633483  -0.17
H5 -0.810767 2.881512 0.193326  0.08
H6 0.623031 1.062416 0.827868  0.07
H7 2.929811 -2.900052 -1.429029  0.00
C3 -1.441592 0.844675 0.300868  -0.41
C4 0.078602 0.773207 -0.032716  -0.21
H8 0.246405 1.399149 -0.841003  0.07
H9 -1.380728 -0.973796 1.162133  0.07
H10 -1.493209 0.494425 2.431774  0.11
H11 -2.106339 0.567619 -0.464969  0.11
H12 -2.937130 -0.266363 1.528836  0.10
H13 -1.871061 2.685849 1.733969  0.09
H14 2.365397 -3.549892 0.281101  -0.02
C5 0.590285 -0.609584 -1.943483  -0.16
C6 -1.663654 2.342609 0.683514  -0.08

Forces on the atoms, in the same order (eV/Å):
-0.08 1.12 1.46
0.56 0.01 -0.32
0.83 -0.90 0.36
-0.51 -1.06 0.56
0.27 -0.65 -0.49
-0.95 -1.52 -0.37
0.40 0.23 0.33
-1.10 -0.13 -0.81
1.10 0.45 -0.26
-0.46 2.96 1.25
-1.25 0.40 0.60
0.60 0.23 0.86
-0.43 -0.01 0.84
0.92 1.66 2.49
-1.69 -3.12 0.35
0.61 1.55 -1.31
0.13 -0.04 1.34
-0.20 -1.36 -1.05
-0.30 -0.13 -1.66
1.20 0.82 -0.06
1.09 -0.99 -0.60
0.40 0.03 -0.41
0.11 -0.02 -1.87
-1.26 0.47 -1.23

* SMILES string: C=[S@@](=O)(I)N(C)CC(C)C
* net charge: 0
* orbital gap (spin up / spin down): 7.3820 / 7.3809 eV
* E_HOMO (spin up / spin down): -8.588 / -8.587 eV
* maximum force: 0.0693 hartree/bohr
* energy above the lowest of the compared OMol25 structures with the same formula, charge and spin: 74.3 kJ/mol